# C44H121N9O16

12 unconnected molecules or ions with the total composition C44H121N9O16 (ωB97M-V/def2-TZVPD, the Open Molecules 2025 dataset).

## Properties
SMILES: COC[C@H](C)N.COC[C@H](C)N.COC[C@H](C)N.COC[C@H](C)N.COC[C@H](C)N.COC[C@H](C)N.COC[C@H](C)N.COC[C@H](C)N.COCCNCCOC.OCCO.OCCO.OCCO
Gap between HOMO and LUMO (eV): 8.56
Multiplicity: 1
Relative energy (zero: lowest compared OMol25 entry of this formula, charge and spin) (kcal per mole): 216.0

```
190
C44H121N9O16 (ωB97M-V/def2-TZVPD)
C -3.386 0.710 6.721
C -3.620 1.277 8.143
C -5.117 1.100 8.540
O -5.849 1.933 7.574
C -7.150 2.164 7.954
N -2.526 0.803 9.014
H -3.938 1.270 5.967
H -3.562 -0.354 6.561
H -2.402 0.968 6.332
H -3.294 2.315 8.197
H -5.453 1.379 9.539
H -5.489 0.079 8.457
H -7.677 1.210 7.990
H -7.687 2.743 7.202
H -7.156 2.669 8.920
H -2.773 1.060 9.959
H -1.673 1.267 8.734
C 1.319 -11.084 -1.205
C 2.053 -9.771 -1.089
C 3.526 -9.797 -1.564
O 4.271 -10.496 -0.584
C 5.097 -11.375 -1.201
N 1.246 -8.925 -1.944
H 1.378 -11.437 -2.235
H 0.292 -11.015 -0.846
H 1.867 -11.730 -0.519
H 1.930 -9.330 -0.100
H 3.940 -8.790 -1.503
H 3.655 -10.037 -2.619
H 5.886 -10.925 -1.805
H 4.607 -12.131 -1.815
H 5.600 -11.992 -0.457
H 0.245 -8.816 -1.868
H 1.539 -8.010 -2.255
C -3.677 6.600 5.222
C -4.628 6.333 4.001
C -3.919 6.696 2.667
O -3.528 8.065 2.514
C -4.555 8.955 2.136
N -4.919 4.917 4.078
H -2.661 6.299 4.967
H -4.107 6.125 6.103
H -3.647 7.681 5.357
H -5.517 6.961 4.057
H -4.420 6.308 1.780
H -2.928 6.244 2.634
H -4.307 9.995 1.923
H -5.131 9.029 3.059
H -5.108 8.571 1.279
H -5.454 4.543 4.849
H -4.165 4.364 3.696
C 2.167 4.878 -7.568
C 3.606 4.989 -7.136
C 4.307 3.657 -6.792
O 5.567 4.060 -6.138
C 6.566 3.023 -6.127
N 4.353 5.540 -8.278
H 2.104 4.223 -8.437
H 1.783 5.828 -7.940
H 1.531 4.626 -6.719
H 3.757 5.549 -6.213
H 4.360 3.125 -7.742
H 3.759 3.124 -6.015
H 6.261 2.111 -5.613
H 7.468 3.292 -5.578
H 6.921 2.682 -7.099
H 4.569 4.921 -9.047
H 5.301 5.660 -7.950
C 6.178 -6.088 4.708
C 5.553 -6.085 6.062
C 5.935 -4.816 6.936
O 4.980 -4.763 8.003
C 5.320 -5.373 9.271
N 4.150 -6.117 5.832
H 7.266 -6.083 4.783
H 5.977 -5.144 4.203
H 5.803 -6.941 4.142
H 5.703 -6.922 6.744
H 5.915 -3.950 6.273
H 6.942 -4.897 7.344
H 5.518 -6.441 9.357
H 4.344 -5.488 9.744
H 6.104 -4.806 9.771
H 3.928 -5.472 6.577
H 4.017 -5.601 4.973
C -6.217 -3.806 2.771
C -5.058 -4.794 2.746
C -5.421 -6.195 2.264
O -6.535 -6.823 2.973
C -6.661 -8.221 2.701
N -4.092 -4.126 1.949
H -6.820 -3.994 1.882
H -5.859 -2.793 2.957
H -6.792 -3.938 3.687
H -4.754 -4.856 3.791
H -4.479 -6.739 2.323
H -5.450 -6.179 1.175
H -7.357 -8.780 3.327
H -5.693 -8.716 2.778
H -6.913 -8.422 1.660
H -4.159 -3.154 2.217
H -3.181 -4.481 2.200
C 0.501 8.933 -2.651
C 0.050 8.410 -1.237
C 0.934 9.000 -0.122
O 0.733 8.294 1.076
C 1.525 8.837 2.130
N -1.337 8.584 -1.004
H 0.086 8.324 -3.454
H 1.587 8.950 -2.558
H 0.082 9.914 -2.874
H 0.103 7.322 -1.193
H 0.830 10.080 -0.226
H 1.989 8.942 -0.393
H 2.579 8.968 1.885
H 1.435 8.178 2.993
H 1.171 9.813 2.459
H -1.805 7.824 -1.475
H -1.473 8.493 -0.008
C 2.547 -2.742 -10.689
C 1.571 -1.599 -11.048
C 2.018 -0.207 -10.692
O 2.402 -0.144 -9.309
C 1.374 -0.383 -8.410
N 1.450 -1.640 -12.520
H 2.282 -3.659 -11.214
H 2.573 -2.970 -9.623
H 3.593 -2.471 -10.829
H 0.551 -1.761 -10.701
H 1.238 0.539 -10.843
H 2.853 0.101 -11.320
H 1.255 -1.440 -8.173
H 0.493 0.233 -8.586
H 1.756 -0.201 -7.405
H 0.992 -2.509 -12.752
H 0.682 -1.001 -12.673
C -5.705 4.704 -2.961
C -6.989 4.704 -1.951
O -8.094 4.420 -2.759
O -4.455 4.742 -2.280
H -5.834 5.527 -3.663
H -5.630 3.769 -3.516
H -6.955 5.711 -1.534
H -6.871 3.865 -1.266
H -8.299 5.149 -3.349
H -4.156 3.862 -2.036
C 5.616 -0.589 -0.758
C 4.946 -1.702 -1.553
O 3.566 -1.672 -1.268
O 5.998 -0.895 0.614
H 4.969 0.288 -0.806
H 6.458 -0.169 -1.308
H 5.282 -2.725 -1.385
H 5.022 -1.441 -2.608
H 3.479 -1.879 -0.335
H 5.316 -0.614 1.228
C -2.500 -0.516 -3.387
C -1.159 -1.159 -3.120
O -1.273 -2.210 -2.154
O -2.807 0.009 -2.158
H -3.269 -1.245 -3.644
H -2.591 0.264 -4.143
H -0.544 -0.463 -2.550
H -0.712 -1.585 -4.018
H -0.391 -2.564 -2.017
H -2.735 -0.762 -1.590
C 1.599 1.990 -1.127
O 1.786 1.641 0.227
C 1.200 2.516 1.219
C -0.094 1.982 1.805
N -0.188 0.529 2.171
C 0.897 -0.014 2.895
C 1.034 -1.555 2.961
O 1.011 -2.155 1.654
C 0.978 -3.599 1.750
H 2.048 2.890 -1.546
H 0.557 2.037 -1.442
H 1.970 1.190 -1.767
H 0.931 3.473 0.772
H 1.856 2.737 2.061
H -0.790 2.014 0.967
H -0.343 2.556 2.698
H -0.440 -0.033 1.371
H 0.984 0.366 3.913
H 1.783 0.405 2.418
H 0.336 -2.023 3.656
H 2.046 -1.713 3.335
H 1.946 -3.957 2.100
H 0.664 -4.079 0.823
H 0.318 -3.928 2.553
```

---

# C44H123N9O13

13 unconnected molecules or ions with the total composition C44H123N9O13 (ωB97M-V/def2-TZVPD, the Open Molecules 2025 dataset).

## Properties
Gap between HOMO and LUMO (eV): 9.30
Multiplicity: 1
Relative energy (zero: lowest compared OMol25 entry of this formula, charge and spin) (kcal per mole): 60.9

```
189
C44H123N9O13 (ωB97M-V/def2-TZVPD)
C -4.444 2.840 4.750
C -3.575 2.170 3.726
O -3.380 0.774 3.964
H -4.778 3.864 4.494
H -3.897 3.003 5.692
H -5.417 2.394 4.942
H -2.664 2.720 3.620
H -4.011 2.227 2.743
H -2.940 0.613 4.797
C 5.413 0.364 1.056
C 6.082 0.113 -0.282
O 5.466 -0.977 -0.912
H 4.324 0.544 0.897
H 5.807 1.299 1.478
H 5.540 -0.455 1.726
H 7.153 -0.080 -0.228
H 6.085 1.023 -0.906
H 5.965 -1.776 -0.768
C -0.870 5.441 2.469
C -1.543 5.844 1.175
O -0.968 7.002 0.622
H -0.755 6.312 3.129
H 0.154 5.075 2.337
H -1.431 4.687 3.017
H -2.602 6.083 1.349
H -1.498 4.967 0.499
H -0.017 6.827 0.485
C 2.923 -5.278 -1.972
C 1.634 -5.996 -1.609
O 1.762 -7.379 -1.324
H 3.651 -5.458 -1.196
H 2.760 -4.192 -2.035
H 3.449 -5.656 -2.851
H 0.912 -5.827 -2.385
H 1.314 -5.550 -0.680
H 0.949 -7.690 -0.941
C -2.373 -2.471 5.682
C -1.375 -1.451 6.075
C -0.429 -1.128 4.981
O 0.533 -0.240 5.432
C 1.540 0.137 4.532
N -2.085 -0.244 6.467
H -3.125 -2.474 6.495
H -1.957 -3.477 5.701
H -2.974 -2.257 4.784
H -0.801 -1.950 6.867
H -0.946 -0.697 4.122
H 0.006 -2.072 4.629
H 2.087 -0.631 4.001
H 2.290 0.605 5.155
H 1.155 0.875 3.829
H -2.931 -0.440 6.991
H -1.530 0.452 6.924
C 1.784 1.364 -0.554
C 1.591 0.174 0.387
C 0.164 -0.242 0.704
O -0.710 0.851 0.579
C -0.938 1.559 1.773
N 2.288 -1.003 -0.174
H 1.462 2.330 -0.196
H 1.327 1.174 -1.529
H 2.797 1.426 -0.948
H 2.134 0.354 1.305
H 0.164 -0.736 1.693
H -0.116 -1.068 0.051
H -0.903 0.906 2.652
H -1.951 1.956 1.788
H -0.299 2.432 1.876
H 1.889 -1.265 -1.066
H 3.294 -0.904 -0.391
C -0.057 -2.762 -2.965
C 0.521 -1.624 -3.789
C 1.909 -2.057 -4.306
O 2.825 -1.959 -3.181
C 4.099 -2.412 -3.566
N -0.272 -1.255 -4.916
H -0.945 -2.442 -2.418
H 0.628 -3.037 -2.165
H -0.254 -3.509 -3.736
H 0.656 -0.763 -3.112
H 2.296 -1.405 -5.054
H 1.906 -3.097 -4.622
H 4.055 -3.477 -3.765
H 4.705 -2.192 -2.710
H 4.489 -1.998 -4.511
H 0.229 -0.680 -5.558
H -1.127 -0.772 -4.631
C 1.517 1.998 -6.683
C 1.676 2.784 -5.366
C 2.240 1.955 -4.276
O 3.562 1.566 -4.489
C 4.096 1.075 -3.272
N 2.579 3.982 -5.497
H 2.518 1.589 -6.875
H 1.147 2.524 -7.543
H 0.748 1.248 -6.515
H 0.750 3.267 -5.090
H 1.601 1.072 -4.125
H 2.228 2.620 -3.408
H 3.505 0.287 -2.790
H 4.154 1.914 -2.601
H 5.075 0.687 -3.480
H 3.448 3.642 -5.850
H 2.292 4.640 -6.206
C -3.892 -6.584 3.245
C -4.408 -5.411 4.064
C -4.521 -4.201 3.123
O -3.243 -3.799 2.710
C -3.350 -2.600 1.992
N -5.746 -5.625 4.626
H -4.722 -6.854 2.620
H -3.644 -7.379 3.927
H -3.071 -6.262 2.622
H -3.690 -5.131 4.824
H -4.992 -3.353 3.617
H -5.161 -4.511 2.275
H -4.029 -2.812 1.135
H -2.392 -2.332 1.550
H -3.718 -1.724 2.549
H -5.924 -6.512 5.089
H -5.969 -4.875 5.282
C -4.398 0.349 0.139
C -5.505 0.058 -0.877
C -6.859 0.325 -0.323
O -7.093 -0.505 0.786
C -8.458 -0.463 1.132
N -5.322 0.835 -2.130
H -4.406 1.445 0.270
H -3.384 0.185 -0.210
H -4.640 -0.086 1.110
H -5.527 -1.006 -1.181
H -7.663 0.178 -1.040
H -6.841 1.383 0.022
H -9.104 -1.158 0.580
H -8.793 0.559 0.958
H -8.552 -0.599 2.216
H -5.219 1.831 -1.983
H -6.194 0.781 -2.622
C 3.767 -3.154 3.446
C 3.986 -3.638 2.007
C 5.101 -4.718 2.091
O 5.514 -5.050 0.732
C 6.000 -6.318 0.517
N 2.795 -4.217 1.416
H 3.242 -3.880 4.045
H 3.218 -2.222 3.393
H 4.711 -2.953 4.008
H 4.388 -2.787 1.417
H 4.679 -5.608 2.559
H 5.941 -4.320 2.664
H 6.187 -6.431 -0.546
H 5.322 -7.062 0.875
H 6.869 -6.651 1.078
H 2.892 -4.754 0.546
H 2.199 -3.416 1.245
C 1.102 5.844 -2.134
C 1.713 5.310 -0.866
C 3.126 4.750 -1.157
O 4.101 5.791 -1.506
C 5.296 5.259 -2.111
N 1.896 6.344 0.179
H 0.955 5.087 -2.916
H 1.743 6.651 -2.511
H 0.150 6.330 -1.911
H 1.185 4.513 -0.310
H 3.157 3.995 -1.942
H 3.459 4.243 -0.240
H 6.006 6.074 -2.243
H 4.916 4.933 -3.110
H 5.790 4.410 -1.604
H 2.588 7.071 -0.040
H 2.271 5.815 0.996
C -2.634 2.368 -4.922
C -1.846 1.951 -3.688
C -1.751 2.977 -2.557
O -3.026 3.193 -1.944
C -3.388 4.513 -1.746
N -2.324 0.680 -3.193
H -2.471 1.794 -5.808
H -2.386 3.400 -5.174
H -3.660 2.227 -4.614
H -0.784 1.817 -3.952
H -1.324 3.946 -2.810
H -1.073 2.655 -1.784
H -3.403 5.071 -2.670
H -2.778 5.121 -1.076
H -4.408 4.619 -1.389
H -1.718 0.355 -2.450
H -3.272 0.799 -2.807
```

---

Number 1: HOMO -8.45 eV. Number 2: HOMO -8.80 eV.